Density functional theory data (ωB97M-V with the def2-TZVPD basis set) for 2 unconnected molecules or ions with the total composition C2H6NO2P at a distorted geometry.

The geometry in XYZ format:
```
12
Properties=species:S:1:pos:R:3:forces:R:3
C -0.386 -0.373 0.763 0.8 2.2 1.4
C 0.332 1.889 -0.021 -0.6 -2.6 -1.6
N -0.050 -0.285 1.970 -0.3 -0.2 -1.0
O 0.022 1.911 -1.372 -0.4 0.9 1.5
O 0.017 -2.502 -0.747 -0.2 -0.4 0.4
P -1.175 -1.307 -0.521 1.8 -0.4 -1.8
H -0.317 2.284 0.709 -0.8 0.7 0.1
H 1.272 1.492 0.254 0.9 0.0 0.2
H -0.177 -1.041 2.658 -0.1 -0.2 -0.6
H 0.788 1.656 -1.878 0.4 -0.2 -0.2
H 0.257 -3.091 -0.005 -0.6 0.6 -0.4
H -0.583 -0.633 -1.809 -0.9 -0.4 2.0
```
Forces are in eV/Å.

## Properties
Net charge: 0
Orbital gap (alpha / beta), Ha: 0.2649 / 0.2683
HOMO energy (alpha / beta), hartree: -0.261 / -0.259
LUMO level (alpha / beta), eV: 0.1 / 0.2
Multiplicity: 1
Electronic energy, eV: -17040.459

=====

Density functional theory data (ωB97M-V with the def2-TZVPD basis set) for a gas-phase ion, C2H6NO2S (charge -1) at a distorted geometry.

The geometry in XYZ format:
```
12
Properties=species:S:1:pos:R:3:forces:R:3
C 1.059 -0.794 -1.154 3.8 -0.8 -1.1
C -0.899 0.643 1.446 1.2 4.7 1.3
N 1.546 -0.154 -0.006 -0.3 -1.9 1.5
O 1.456 1.621 1.676 1.7 1.0 1.7
O 1.045 0.105 -2.222 -0.5 2.6 -1.7
S 0.807 1.106 0.487 -3.2 1.1 -0.4
H 1.362 0.950 -1.820 -0.4 -0.9 -0.7
H 0.102 -1.334 -1.271 0.2 -0.2 0.9
H 2.020 -1.391 -1.435 -2.1 -0.6 0.5
H -1.336 -0.271 1.276 -1.1 -2.2 -0.4
H -0.511 0.843 2.499 -0.5 -1.0 -1.2
H -1.627 1.559 1.330 1.1 -1.8 -0.3
```
Forces are in eV/Å.

## Properties
Net charge: -1
Orbital gap, Ha: 0.2532
HOMO energy, hartree: -0.102
LUMO level, eV: 4.1
Multiplicity: 1
Electronic energy, eV: -18589.762

=====

Density functional theory data (ωB97M-V with the def2-TZVPD basis set) for 2 unconnected molecules or ions with the total composition C2H6NO2S2.

The geometry in XYZ format:
```
13
Properties=species:S:1:pos:R:3:forces:R:3
N 1.137 -2.444 -0.677 0.4 -0.2 0.3
C 0.947 -1.181 -0.058 -0.4 0.6 -0.1
O 1.470 -0.189 -0.614 0.2 -0.1 -0.1
O 0.238 -1.193 0.977 0.0 -0.3 0.2
H 0.414 -3.093 -0.452 -0.3 -0.3 0.0
H 1.437 -2.434 -1.629 0.0 0.2 -0.3
C -0.267 1.848 1.126 -0.6 0.2 -0.1
S -1.137 2.441 -0.370 0.4 0.3 0.3
S -2.309 0.855 -0.788 -0.7 -0.3 -0.3
H -0.720 2.321 1.999 0.1 0.1 0.0
H 0.788 2.078 1.050 0.1 -0.1 -0.1
H -0.422 0.767 1.157 0.4 0.0 0.1
H -1.576 0.225 -1.721 0.3 0.0 0.1
```
Forces are in eV/Å.

## Properties
Net charge: -1
Orbital gap, Ha: 0.2775
HOMO energy, hartree: -0.155
LUMO level, eV: 3.3
Multiplicity: 1
Electronic energy, eV: -29429.089

=====

Density functional theory data (ωB97M-V with the def2-TZVPD basis set) for 3 unconnected molecules or ions with the total composition C2H6NO3P at a distorted geometry.

The geometry in XYZ format:
```
13
Properties=species:S:1:pos:R:3:forces:R:3
C 0.282 -0.685 1.257 -1.7 -1.7 -2.3
C 0.826 1.312 0.313 1.0 0.6 1.3
N -0.125 0.580 0.810 -1.9 -0.6 0.1
O -2.809 -0.892 -1.369 -0.6 -0.3 1.3
O -0.397 -1.875 -1.621 -0.6 0.8 0.6
O -1.161 0.258 -2.865 0.4 -0.4 1.4
P -1.389 -0.745 -1.741 0.9 -0.1 -3.3
H -0.623 -1.236 1.648 1.1 0.2 -0.1
H 0.677 -1.272 0.369 -0.3 0.0 0.9
H 1.082 -0.622 1.929 1.4 0.1 2.0
H 1.667 0.859 -0.247 0.0 0.3 0.2
H 0.422 2.222 0.000 0.0 1.5 -1.3
H 1.549 2.097 1.519 0.3 -0.6 -0.8
```
Forces are in eV/Å.

## Properties
Net charge: -2
Orbital gap, Ha: 0.2093
HOMO energy, hartree: 0.048
LUMO level, eV: 7.0
Multiplicity: 1
Electronic energy, eV: -19090.893

=====

Density functional theory data (ωB97M-V with the def2-TZVPD basis set) for 2 unconnected molecules or ions with the total composition C2H6NO3S at a distorted geometry.

The geometry in XYZ format:
```
13
Properties=species:S:1:pos:R:3:forces:R:3
C -0.501 -0.791 -1.546 1.1 0.9 0.6
C -0.773 -0.896 0.985 -0.1 2.8 -1.4
N -0.270 -0.124 -0.203 -0.7 -0.7 -1.4
O 0.815 3.219 0.287 0.2 -0.8 0.4
O 2.221 2.205 2.017 -0.2 -0.3 1.1
O 1.068 0.117 -0.078 1.0 0.7 0.9
S 1.836 2.225 0.631 -0.2 0.1 -2.1
H -1.521 -0.617 -1.823 -0.6 0.9 -0.7
H 0.310 -0.487 -2.309 -1.6 0.0 1.4
H -0.528 -1.864 -1.550 0.8 -1.2 0.6
H -1.880 -1.015 0.788 0.9 0.2 0.8
H -0.316 -1.875 1.021 0.5 -0.4 0.6
H -0.462 -0.098 1.779 -1.0 -2.2 -0.7
```
Forces are in eV/Å.

## Properties
Net charge: -1
Orbital gap (alpha / beta), Ha: 0.2410 / 0.2410
HOMO energy (alpha / beta), hartree: -0.094 / -0.094
LUMO level (alpha / beta), eV: 4.0 / 4.0
Multiplicity: 1
Electronic energy, eV: -20637.218

=====

Density functional theory data (ωB97M-V with the def2-TZVPD basis set) for 2 unconnected molecules or ions with the total composition C2H6NO3S at a distorted geometry.

The geometry in XYZ format:
```
13
Properties=species:S:1:pos:R:3:forces:R:3
C 1.249 -0.854 0.177 -1.2 -2.3 2.0
C 1.069 0.543 -0.337 -1.0 1.0 -0.7
N 0.214 0.607 -1.472 -0.5 -2.6 0.3
O -3.365 -1.680 0.757 0.4 -0.1 -0.5
O -2.832 0.727 0.750 0.3 -1.1 -1.1
O 0.634 1.399 0.757 0.9 0.5 0.0
S -2.777 -0.571 -0.041 -0.4 1.5 1.5
H 2.130 -0.943 0.798 0.7 0.2 -0.2
H 1.221 -1.693 -0.524 0.4 0.6 -0.6
H 0.491 -1.260 0.939 0.3 1.3 -1.1
H 2.063 0.899 -0.740 -0.5 0.1 1.0
H 0.227 1.432 -2.016 0.2 1.6 0.1
H -0.324 1.393 0.952 0.4 -0.7 -0.9
```
Forces are in eV/Å.

## Properties
Net charge: -1
Orbital gap (alpha / beta), Ha: 0.3525 / 0.1561
HOMO energy (alpha / beta), hartree: -0.205 / -0.065
LUMO level (alpha / beta), eV: 4.0 / 2.5
Multiplicity: 1
Electronic energy, eV: -20637.501